This record from the Open Molecules 2025 dataset describes a single C4H7NO2 molecule. The level of theory is ωB97M-V with the def2-TZVPD basis set.

Structure (XYZ):
```
14
Properties=species:S:1:pos:R:3
C 1.968 0.257 -0.027
C 0.699 -0.509 -0.329
O 0.759 -1.556 -0.939
N -0.549 -0.021 0.085
C -1.697 -0.843 -0.316
C -0.695 1.201 0.733
O -1.747 1.700 1.057
H 1.999 1.235 -0.516
H 2.765 -0.364 -0.435
H 2.141 0.400 1.043
H -2.499 -0.781 0.417
H -2.061 -0.538 -1.302
H -1.353 -1.874 -0.408
H 0.268 1.695 0.936
```

Computed properties:
Max |F| = 0.6 eV Å⁻¹
SMILES string = CC(=O)N(C)C=O
HOMO level = -10.4 eV
Charge = 0
Energy relative to the best compared isomer or geometry (same formula, charge and spin) = 7.6 kcal/mol
2S+1 = 1



This record from the Open Molecules 2025 dataset describes a single C4H3FS molecule. The level of theory is ωB97M-V with the def2-TZVPD basis set.

Structure (XYZ):
```
9
Properties=species:S:1:pos:R:3
F -3.433 -0.008 -0.712
C -2.334 -0.333 -0.091
C -1.145 -0.511 -0.223
C 0.260 -0.890 0.346
C 1.366 -0.162 0.025
S 1.408 1.468 -0.931
H 0.231 -1.650 1.045
H 2.362 -0.495 0.413
H 1.285 2.581 0.128
```

Computed properties:
Max |F| = 5.5 eV Å⁻¹
SMILES string = FC#C/C=C\S
HOMO level = -9.5 eV
Charge = 0
Energy relative to the best compared isomer or geometry (same formula, charge and spin) = 93.3 kcal/mol
2S+1 = 1



This record from the Open Molecules 2025 dataset describes C12H27Cl2N2OP2Pd as an isolated structure. The level of theory is ωB97M-V with the def2-TZVPD basis set.

Structure (XYZ):
```
47
Properties=species:S:1:pos:R:3
C 3.311 -3.204 -3.493
C 2.443 -2.197 -2.829
H 3.276 -3.013 -4.572
H 2.954 -4.218 -3.269
H 4.341 -3.112 -3.136
O 1.813 -1.291 -3.345
Cl 2.425 -2.508 -1.037
Pd 0.032 0.005 0.593
P -1.495 -1.464 -0.351
C -2.888 -0.803 -1.295
C -0.709 -2.606 -1.492
H -1.357 -3.382 -1.907
H -2.877 -3.252 0.638
H 0.097 -3.075 -0.922
H -1.258 -3.071 1.403
H -2.555 -0.622 -2.323
H -0.234 -2.030 -2.293
C -2.119 -2.539 0.989
H -3.747 -1.488 -1.327
H -2.540 -1.931 1.792
H -3.215 0.149 -0.868
P 1.860 1.370 0.188
C 1.666 3.000 -0.565
C 2.726 1.590 1.774
H 3.064 -0.479 -0.478
H 4.041 0.951 -0.884
H 2.614 0.443 -1.894
C 3.029 0.538 -0.883
H 2.850 0.601 2.229
H 3.689 2.097 1.636
H 2.555 3.625 -0.401
H 0.797 3.510 -0.146
H 2.108 2.189 2.449
H 1.494 2.863 -1.638
Cl 1.238 -1.769 1.590
C -3.644 0.669 1.852
C -2.512 1.617 1.942
N -1.224 1.612 1.592
C -0.693 2.836 2.025
C -1.681 3.562 2.632
N -2.801 2.777 2.569
H -3.957 0.381 2.868
H -4.498 1.195 1.396
H -3.376 -0.206 1.253
H 0.344 3.140 1.906
H -1.668 4.545 3.067
H -3.722 2.991 2.967
```

Computed properties:
Max |F| = 3.8 eV Å⁻¹
HOMO level (spin up / spin down) = -18.3 / -18.7 eV
Charge = +3
2S+1 = 5